Formula: C4H2BrN
Source: the OMol25 dataset
Level of theory: ωB97M-V/def2-TZVPD

Geometry (Å):
C -0.299 1.701 -0.458
C -0.243 0.515 -0.724
C 0.452 -0.676 -0.504
C 1.746 -0.421 0.305
N 2.570 0.110 0.946
Br 4.343 0.005 -0.042
H -0.273 2.952 -0.687
H -0.027 -1.471 -0.026

* net charge: 0
* E_HOMO (spin up / spin down): -8.54 / -9.23 eV
* SMILES string: C#CC=C=NBr
* LUMO (spin up / spin down): -2.120 / -1.611 eV
* electronic energy: -75706.00354 eV
* max |F|: 7.5 eV/A

---

Formula: C4H2Cl2
Source: the OMol25 dataset
Level of theory: ωB97M-V/def2-TZVPD

Geometry (Å):
C -0.036 -1.649 0.065
C -1.095 -0.848 -0.027
C -2.198 -0.337 0.007
C 1.437 0.887 -0.464
Cl 2.975 1.413 0.219
Cl 1.403 -0.767 0.065
H -3.272 -0.251 -0.010
H 0.785 1.552 0.146

* net charge: 0
* E_HOMO (spin up / spin down): -7.46 / -8.53 eV
* spin multiplicity: 3
* LUMO (spin up / spin down): 0.568 / -2.550 eV
* electronic energy: -29215.34405 eV
* expectation value of S²: 2.027
* max |F|: 3.5 eV/A

---

Formula: C4H2Cl2N2O2
Source: the OMol25 dataset
Level of theory: ωB97M-V/def2-TZVPD

Geometry (Å):
O -1.390 -2.068 1.769
N -1.632 -1.793 0.656
O -2.556 -1.977 -0.034
C -0.387 -1.051 -0.169
N -0.540 0.267 0.263
C 0.566 0.788 0.637
C 1.714 -0.097 0.416
Cl 3.379 0.337 0.603
C 1.213 -1.265 -0.086
Cl 2.010 -2.711 -0.443
H -0.488 -1.065 -1.273
H 0.774 1.808 1.012

* net charge: 0
* E_HOMO: -9.80 eV
* SMILES string: O=[N+]([O-])[C@H]1N=CC(Cl)=C1Cl
* LUMO: -0.639 eV
* electronic energy: -36295.50462 eV
* max |F|: 5.3 eV/A

---

Formula: C4H2ClF
Source: the OMol25 dataset
Level of theory: ωB97M-V/def2-TZVPD

Geometry (Å):
C -3.327 -0.130 -0.044
C -2.046 -0.103 -0.054
C -0.718 -0.533 0.196
C 0.479 0.153 0.164
F 0.445 1.443 0.002
Cl 2.058 -0.431 -0.081
H -4.545 -0.308 -0.405
H -0.773 -1.673 0.199

* net charge: 0
* E_HOMO: -8.93 eV
* SMILES string: C#C/C=C(\F)Cl
* LUMO: 0.156 eV
* electronic energy: -19416.11234 eV
* max |F|: 6.3 eV/A

---

Formula: C4H2ClF5O2SbSe4Ti
Source: the OMol25 dataset
Level of theory: ωB97M-V/def2-TZVPD

Geometry (Å):
Ti 0.046 0.349 0.190
Se 0.535 1.494 2.190
Sb 1.862 2.854 0.431
Se 1.799 0.830 -1.261
Se 0.522 4.584 -0.472
Se 4.087 3.093 1.217
Cl -2.630 0.577 -3.452
C -3.257 0.288 -1.820
C -2.155 0.300 -0.796
O -1.659 -0.773 -0.342
O -1.664 1.386 -0.391
H -3.756 -0.675 -1.816
H -3.954 1.088 -1.583
F -0.237 -2.062 1.798
C 0.633 -1.718 0.785
F 0.365 -2.583 -0.254
C 2.036 -2.145 1.278
F 2.860 -2.352 0.249
F 2.593 -1.239 2.074
F 1.972 -3.298 1.974

* net charge: -1
* E_HOMO: -5.09 eV
* LUMO: 1.926 eV
* electronic energy: -325429.90589 eV
* max |F|: 0.9 eV/A

---

Formula: C4H2ClFO2
Source: the OMol25 dataset
Level of theory: ωB97M-V/def2-TZVPD

Geometry (Å):
O 2.927 -0.385 0.001
C 1.904 0.265 -0.003
C 0.582 -0.415 0.002
F 0.666 -1.745 -0.001
C -0.637 0.161 0.002
Cl -2.052 -0.826 0.000
C -0.889 1.620 0.002
O -0.024 2.473 -0.003
H 1.885 1.361 0.013
H -1.976 1.899 0.005

* net charge: 0
* E_HOMO: -10.52 eV
* SMILES string: O=C/C(F)=C(/Cl)C=O
* LUMO: -1.503 eV
* electronic energy: -23513.60644 eV
* max |F|: 1.1 eV/A

---

Formula: C4H2ClO2
Source: the OMol25 dataset
Level of theory: ωB97M-V/def2-TZVPD

Geometry (Å):
O -2.801 -1.043 0.753
C -1.930 -0.441 0.236
C -0.919 0.144 -0.242
C 0.486 -0.341 -0.255
O 0.758 -1.243 -1.007
C 1.312 0.569 0.284
Cl 3.010 0.270 0.334
H -0.980 0.774 -1.096
H 1.064 1.312 0.995

* net charge: -1
* E_HOMO: -2.77 eV
* SMILES string: O=C=C/C([O-])=C/Cl
* LUMO: 3.812 eV
* electronic energy: -20796.90560 eV
* max |F|: 3.7 eV/A

---

Formula: C4H2DyO2
Source: the OMol25 dataset
Level of theory: ωB97M-V/def2-TZVPD

Geometry (Å):
O -0.878 0.888 -2.148
C -0.026 0.732 -1.356
C 0.996 -0.119 -0.275
C 1.541 1.133 -0.664
H 1.643 2.034 -0.054
H 2.410 0.041 -0.614
O -2.339 -1.745 1.709
C -3.365 -2.180 1.493
Dy 0.018 -0.784 1.909

* net charge: +2
* E_HOMO (spin up / spin down): -16.80 / -16.82 eV
* spin multiplicity: 7
* LUMO (spin up / spin down): -10.069 / -10.238 eV
* electronic energy: -32331.30788 eV
* expectation value of S²: 12.186
* max |F|: 6.6 eV/A

---

Formula: C4H2EuO2
Source: the OMol25 dataset
Level of theory: ωB97M-V/def2-TZVPD

Geometry (Å):
H 0.839 0.537 -2.794
C 1.191 0.529 -1.769
C 1.549 0.815 -0.627
C 2.966 0.765 1.546
C 2.327 0.770 0.517
H 3.445 0.861 2.506
O -2.329 0.101 0.435
O -1.197 0.281 1.125
Eu -0.778 -1.136 -0.600

* net charge: +1
* E_HOMO (spin up / spin down): -13.14 / -13.42 eV
* spin multiplicity: 9
* LUMO (spin up / spin down): -4.849 / -4.799 eV
* electronic energy: -27590.45065 eV
* expectation value of S²: 20.014
* max |F|: 2.3 eV/A

---

Formula: C4H2F2
Source: the OMol25 dataset
Level of theory: ωB97M-V/def2-TZVPD

Geometry (Å):
C -1.513 -1.208 -1.066
C -0.440 -0.700 -0.588
C 0.017 -0.215 0.661
C 1.083 -0.344 -0.302
F 1.842 -1.449 -0.428
F 1.585 0.717 -0.913
H -1.510 1.887 1.373
H -1.064 1.312 1.264

* net charge: 0
* E_HOMO (spin up / spin down): -10.17 / -10.17 eV
* LUMO (spin up / spin down): -2.523 / -2.524 eV
* electronic energy: -9605.59250 eV
* max |F|: 1.4 eV/A

---

Formula: C4H2F4N2O3S
Source: the OMol25 dataset
Level of theory: ωB97M-V/def2-TZVPD

Geometry (Å):
C -0.570 -0.346 0.611
N 0.388 -0.944 0.045
N 1.554 -0.459 -0.290
C 2.811 -1.529 0.021
O 2.637 -2.647 0.366
C 4.042 -0.709 -0.240
F 5.048 -1.268 0.458
F 4.332 -0.737 -1.567
C 3.796 0.707 0.225
F 4.834 1.565 -0.160
F 3.782 0.677 1.582
S 2.058 1.228 -0.203
O 1.897 1.795 -1.459
O 1.479 1.855 0.930
H -1.438 -0.860 0.925
H -0.641 0.634 1.203

* net charge: 0
* E_HOMO: -9.98 eV
* SMILES string: C=NN1C(=O)C(F)(F)C(F)(F)S1(=O)=O
* LUMO: -0.681 eV
* electronic energy: -35003.87208 eV
* max |F|: 4.7 eV/A

---

Formula: C4H2FIO
Source: the OMol25 dataset
Level of theory: ωB97M-V/def2-TZVPD

Geometry (Å):
C -1.576 1.881 -0.102
C -0.866 1.012 -0.528
O -0.204 0.119 -1.216
C 0.592 -0.830 -0.689
C 0.967 -1.097 0.559
F 1.781 -2.148 0.757
I 0.470 -0.102 2.341
H -2.141 2.635 0.354
H 0.977 -1.471 -1.475

* net charge: 0
* E_HOMO: -8.96 eV
* SMILES string: C#CO/C=C(/F)I
* LUMO: 0.265 eV
* electronic energy: -17041.75699 eV
* max |F|: 1.4 eV/A

---

Formula: C4H2FLiMgO4
Source: the OMol25 dataset
Level of theory: ωB97M-V/def2-TZVPD

Geometry (Å):
O -3.152 -0.741 0.408
C -4.310 -0.690 0.408
O -5.469 -0.663 0.418
O 2.272 1.619 -0.411
C 2.835 0.570 0.094
C 0.819 1.472 -0.423
O 1.941 -0.345 0.381
C 0.619 0.000 -0.140
Li 4.899 0.093 -0.144
H 0.441 1.774 -1.404
H 0.430 2.127 0.364
F 0.566 -0.677 -1.367
Mg -0.986 -0.696 1.105

* net charge: +2
* E_HOMO: -18.09 eV
* LUMO: -9.313 eV
* electronic energy: -20720.80749 eV
* max |F|: 4.7 eV/A

---

Formula: C4H2FNO2
Source: the OMol25 dataset
Level of theory: ωB97M-V/def2-TZVPD

Geometry (Å):
O 2.478 0.473 -0.001
C 1.621 -0.367 -0.010
C 0.180 -0.060 0.012
C -0.957 -0.933 0.001
N -2.090 -0.281 0.001
O -1.737 1.074 -0.010
C -0.434 1.161 -0.002
F 0.058 2.365 0.004
H 1.851 -1.445 -0.006
H -0.971 -1.987 0.011

* net charge: 0
* E_HOMO: -10.45 eV
* SMILES string: O=Cc1cnoc1F
* LUMO: 0.229 eV
* electronic energy: -12480.70151 eV
* max |F|: 1.5 eV/A

---

Formula: C4H2HoLiO2
Source: the OMol25 dataset
Level of theory: ωB97M-V/def2-TZVPD

Geometry (Å):
H -3.320 0.682 0.736
O -3.030 -1.229 0.030
C -2.607 -0.153 0.602
C -1.296 0.201 0.679
C -0.010 0.319 0.472
Li -2.184 -2.516 -0.905
O 1.988 -0.837 -0.295
C 0.870 -1.098 0.219
Ho 1.987 1.407 -0.588
H 0.825 -1.945 0.938

* net charge: +2
* E_HOMO (spin up / spin down): -14.88 / -15.95 eV
* spin multiplicity: 5
* LUMO (spin up / spin down): -9.214 / -8.956 eV
* electronic energy: -34256.23819 eV
* expectation value of S²: 6.029
* max |F|: 5.3 eV/A

---

Formula: C4H2INO3
Source: the OMol25 dataset
Level of theory: ωB97M-V/def2-TZVPD

Geometry (Å):
O -0.183 -2.179 -1.908
N -0.183 -0.961 -1.894
O -0.382 -0.241 -2.842
C 0.048 -0.392 -0.640
C 0.183 -0.826 0.639
C 0.176 0.270 1.523
C 0.031 1.399 0.757
I -0.119 3.365 1.391
O -0.054 1.198 -0.529
H 0.280 -1.858 0.913
H 0.204 0.226 2.590

* net charge: 0
* E_HOMO: -9.44 eV
* SMILES string: O=[N+]([O-])c1ccc(I)o1
* LUMO: -0.895 eV
* electronic energy: -19908.87913 eV
* max |F|: 4.6 eV/A

---

Formula: C4H2MgO
Source: the OMol25 dataset
Level of theory: ωB97M-V/def2-TZVPD

Geometry (Å):
C 1.182 -0.718 -0.819
C -1.141 0.361 -0.771
C 0.040 -0.095 -0.331
C 0.034 0.304 1.442
O -0.899 0.839 1.950
Mg -2.476 1.283 0.547
H 1.279 -0.953 -1.878
H 1.981 -1.021 -0.140

* net charge: +1
* E_HOMO (spin up / spin down): -12.19 / -13.17 eV
* spin multiplicity: 2
* LUMO (spin up / spin down): -7.045 / -6.901 eV
* electronic energy: -11659.50132 eV
* expectation value of S²: 1.188
* max |F|: 2.8 eV/A

---

Formula: C4H2N2O
Source: the OMol25 dataset
Level of theory: ωB97M-V/def2-TZVPD

Geometry (Å):
N -0.090 3.577 0.160
C -0.946 2.813 -0.053
C -0.543 1.475 -0.040
C 0.049 0.435 0.027
C 0.708 -0.863 0.093
N -0.154 -1.892 -0.109
O 1.897 -0.980 0.307
H -1.132 -1.737 -0.295
H 0.212 -2.829 -0.091

* net charge: 0
* E_HOMO: -10.51 eV
* SMILES string: N#CC#CC(N)=O
* LUMO: -0.532 eV
* electronic energy: -9204.42674 eV
* max |F|: 2.4 eV/A

---

Formula: C4H2N2O
Source: the OMol25 dataset
Level of theory: ωB97M-V/def2-TZVPD

Geometry (Å):
N -2.926 0.281 1.452
C -2.547 0.659 0.413
C -1.249 1.188 0.436
C -0.237 0.549 0.223
C 1.023 0.253 -0.368
N 1.306 -1.058 -0.487
O 1.719 1.190 -0.703
H 0.696 -1.772 -0.121
H 2.215 -1.290 -0.843

* net charge: 0
* E_HOMO: -10.42 eV
* SMILES string: N#CC#CC(N)=O
* LUMO: -0.763 eV
* electronic energy: -9203.46936 eV
* max |F|: 3.0 eV/A